(1)
Formula: C17H17ClINOTi
Source: the OMol25 dataset
Level of theory: wB97M-V/def2-TZVPD

Atoms and positions in Å:
1 I 2.942 3.475 1.216
2 Ti 0.483 0.025 -1.186
3 Cl 0.804 0.671 5.749
4 O 1.770 0.753 0.050
5 N -0.292 -0.740 0.900
6 C 0.358 0.038 1.812
7 C -0.796 -1.027 3.666
8 C -0.348 -1.819 -3.442
9 C -1.356 0.264 -2.309
10 C 1.879 1.933 2.124
11 C 1.312 1.167 -2.766
12 C 0.932 -1.079 -3.960
13 C -0.979 -1.134 -2.255
14 C 0.243 1.804 -3.617
15 C -1.100 1.023 -3.626
16 C 1.352 0.928 1.286
17 C 0.901 0.831 4.055
18 C 0.140 -0.064 3.233
19 C 1.708 1.829 3.511
20 C 1.644 -0.200 -2.944
21 C -1.464 -1.789 2.717
22 C -1.182 -1.641 1.346
23 H 1.647 -1.858 -4.286
24 H 0.703 -0.503 -4.874
25 H 0.072 2.845 -3.319
26 H -1.137 0.364 -4.510
27 H -2.195 -2.531 3.024
28 H -1.673 -2.268 0.607
29 H 2.648 -0.567 -2.703
30 H -2.277 0.568 -1.791
31 H -1.046 -1.898 -4.287
32 H -0.975 -1.149 4.736
33 H 0.599 1.847 -4.659
34 H -1.405 -1.810 -1.509
35 H -0.554 1.343 -1.066
36 H 2.218 2.532 4.153
37 H -0.070 -2.847 -3.201
38 H -1.915 1.754 -3.778
39 H 2.033 1.868 -2.319

Results
Spin multiplicity: 3
Kohn-Sham gap (spin up / spin down) (eV): 6.37 / 7.12
Molecular weight (g mol⁻¹): 461.6

(2)
Formula: C17H17ClMoN4O2S
Source: the OMol25 dataset
Level of theory: wB97M-V/def2-TZVPD

Atoms and positions in Å:
1 Mo -0.220 -0.204 0.257
2 Cl -6.929 -2.930 1.428
3 S 1.195 0.694 2.002
4 O -1.304 -1.718 0.275
5 O -1.874 0.753 0.812
6 N 0.734 1.958 -0.355
7 N 1.173 0.722 -0.745
8 N 1.238 -1.661 -0.533
9 N 0.803 3.291 1.541
10 C 1.948 5.339 0.739
11 C 2.159 -1.167 -1.405
12 C -4.832 -1.260 1.255
13 C -3.482 -0.967 0.976
14 C 3.110 -3.320 -1.721
15 C -5.293 -2.537 1.086
16 C 3.015 1.177 -2.290
17 C 2.197 -3.821 -0.818
18 C -3.038 0.363 1.098
19 C 0.642 4.567 0.805
20 C 2.110 0.311 -1.506
21 C 3.090 -1.959 -2.021
22 C -4.422 -3.530 0.626
23 C 0.932 2.115 0.994
24 C -2.616 -1.981 0.529
25 C -3.093 -3.257 0.344
26 C 1.265 -2.963 -0.251
27 H 2.704 2.216 -2.225
28 H 3.797 -1.526 -2.715
29 H 3.006 0.860 -3.335
30 H 2.704 4.786 0.181
31 H 0.268 4.324 -0.184
32 H 2.336 5.551 1.735
33 H 2.193 -4.866 -0.543
34 H -2.430 -4.032 -0.014
35 H 0.889 3.332 2.548
36 H -4.802 -4.535 0.493
37 H -5.499 -0.478 1.596
38 H 1.782 6.291 0.236
39 H 0.520 -3.322 0.444
40 H -0.126 5.135 1.326
41 H -3.729 1.133 1.445
42 H 3.839 -3.971 -2.186
43 H 4.041 1.085 -1.925

Results
Net charge: +2
Spin multiplicity: 3
Kohn-Sham gap (spin up / spin down) (eV): 7.14 / 6.71
Molecular weight (g mol⁻¹): 472.8

Energy (computed, hartree): -2395.2490; -1953.5649